Record 1
Below is a molecular structure, C4H55F9GaO24S2 in a non-equilibrium geometry, with properties calculated with the ωB97M-V functional and the def2-TZVPD basis.

CARTESIAN COORDINATES (ANGSTROEM)
1 Ga 0.781 -1.964 -2.723
2 S 0.359 -0.441 -4.420
3 S -2.530 0.289 1.140
4 F -1.035 2.424 1.162
5 F -3.904 -0.398 1.614
6 F -2.874 1.480 2.192
7 F -3.369 1.048 0.010
8 F 0.059 0.648 1.472
9 F -2.254 -0.985 0.255
10 F -1.191 0.732 -1.701
11 F -0.158 2.517 -1.058
12 F -1.800 -0.480 2.386
13 O 3.101 -2.439 -5.822
14 O 5.552 0.046 2.214
15 O 1.852 1.234 4.440
16 O -2.469 -0.913 5.735
17 O -0.843 -5.132 -2.002
18 O -2.146 7.427 -2.470
19 O 2.900 4.513 -0.973
20 O -4.919 -5.666 0.607
21 O 3.635 -1.963 0.511
22 O -3.500 -1.287 -2.530
23 O -2.318 -5.831 2.044
24 O 3.701 0.281 -3.439
25 O 1.777 5.838 1.436
26 O 0.419 -4.935 0.966
27 O -5.682 -2.819 1.864
28 O 1.859 -2.770 2.511
29 O 0.443 3.666 3.385
30 O -5.493 -2.592 -4.082
31 O -3.681 4.712 -1.511
32 O 6.245 -0.885 -2.838
33 O -0.916 4.065 5.894
34 O 6.020 2.055 -3.527
35 O -5.815 2.722 0.197
36 O 3.429 2.168 0.978
37 C -0.899 1.162 0.714
38 C 1.015 0.487 -0.900
39 C 0.962 -1.072 -0.839
40 C -0.370 1.185 -0.759
41 H 0.721 -5.685 1.490
42 H 1.324 5.060 1.101
43 H 4.142 -1.197 0.794
44 H 3.046 2.451 1.816
45 H 1.605 -3.487 1.918
46 H -0.258 -3.154 -2.670
47 H -4.265 -5.410 -0.056
48 H -5.765 -5.537 0.166
49 H 6.241 -0.462 -1.971
50 H -5.503 1.839 0.414
51 H -4.984 -2.187 2.057
52 H -4.863 -2.326 -4.763
53 H 3.941 -2.671 1.084
54 H -0.221 4.076 6.559
55 H 0.254 -1.481 -0.100
56 H 6.496 0.000 2.394
57 H 4.376 2.124 1.156
58 H -2.727 6.689 -2.247
59 H -0.394 3.940 3.784
60 H -6.354 -2.472 -4.494
61 H 2.234 -2.325 -6.226
62 H 3.236 3.775 -0.451
63 H -5.009 3.214 0.008
64 H -4.132 4.114 -2.117
65 H 6.500 1.247 -3.740
66 H -2.233 -5.355 2.876
67 H -1.845 -0.655 5.047
68 H 1.340 0.742 -1.924
69 H 1.962 -1.395 -0.495
70 H 1.792 5.707 2.389
71 H 0.194 2.955 2.785
72 H 2.044 4.201 -1.285
73 H -3.212 -6.193 2.067
74 H 4.172 -0.531 -3.647
75 H 4.392 0.932 -3.267
76 H -0.503 -5.873 -1.483
77 H -3.331 -0.769 5.333
78 H 1.023 -2.451 2.861
79 H -4.389 -1.662 -2.475
80 H 3.725 -2.170 -6.502
81 H 1.203 1.256 3.732
82 H -3.390 -0.812 -1.702
83 H -1.696 -5.440 -2.331
84 H 2.207 -2.643 -3.080
85 H -1.451 3.298 6.125
86 H 6.704 2.706 -3.345
87 H 1.685 2.048 4.926
88 H 7.164 -0.842 -3.122
89 H -5.210 -3.636 1.659
90 H 0.221 0.813 -3.927
91 H -3.167 4.128 -0.942
92 H -0.436 -5.220 0.626
93 H -1.467 7.405 -1.790
94 H 5.166 0.330 3.050
95 H 1.768 0.935 -0.230

Summary:
HOMO-LUMO gap = 4.86 eV
charge = -1
highest occupied orbital energy = -3.53 eV
LUMO energy = 1.33 eV

Results of the Mulliken charge analysis, in e, for atoms 1 through 6: number 1, Ga, carries 0.266; number 2, S, carries -0.443; number 3, S, carries 1.388; number 4, F, carries -0.429; number 5, F, carries -0.326; number 6, F, carries -0.369

Record 2
Below is a gas-phase ion, C23H45Br2N3O5PS (charge +1) in a non-equilibrium geometry, with properties calculated with the ωB97M-V functional and the def2-TZVPD basis.

CARTESIAN COORDINATES (ANGSTROEM)
1 Br -2.506 -3.241 -0.722
2 Br 4.024 1.471 0.415
3 S 2.177 -5.360 1.860
4 P -0.990 -1.792 1.604
5 O -2.344 0.668 -0.782
6 O -2.560 -1.567 1.842
7 O -4.813 -1.403 -2.130
8 O -0.328 -1.014 2.859
9 O -0.599 -3.196 1.746
10 N 1.132 1.045 1.794
11 N -0.680 2.553 -2.137
12 N -0.374 1.474 0.102
13 C -4.408 -0.078 -1.845
14 C -0.466 -1.098 -0.046
15 C 0.228 -2.344 -3.457
16 C 2.206 1.927 -0.173
17 C 1.932 2.908 3.156
18 C -1.961 1.301 2.078
19 C 1.801 -0.733 -1.367
20 C 2.360 3.773 -1.914
21 C -1.015 -2.004 -1.237
22 C -3.585 0.025 -0.532
23 C -0.092 -2.934 -2.049
24 C 1.981 -1.389 0.919
25 C 2.326 2.258 -1.680
26 C -0.664 2.731 -0.706
27 C -0.964 1.907 1.405
28 C 2.774 0.568 3.571
29 C 2.680 -3.606 1.868
30 C -5.676 0.752 -1.754
31 C -1.033 0.301 -0.556
32 C 1.061 -0.583 -0.025
33 C 1.910 1.455 2.714
34 C 2.119 -2.892 0.621
35 C 1.109 0.989 0.356
36 H -2.936 1.136 1.638
37 H 3.143 4.210 -1.293
38 H -1.541 -1.394 -1.961
39 H 2.664 3.942 -2.945
40 H 1.414 4.267 -1.714
41 H 2.171 0.071 4.334
42 H 1.954 -1.755 -1.677
43 H -0.602 3.465 -2.572
44 H -0.555 0.327 -1.538
45 H -0.579 -3.870 -2.293
46 H -1.656 3.061 -0.394
47 H 2.977 -0.962 0.827
48 H 2.933 3.176 3.486
49 H -3.804 0.313 -2.675
50 H 2.059 2.884 0.319
51 H -3.625 -0.956 -0.067
52 H -6.380 0.489 -2.537
53 H 3.512 1.163 4.101
54 H -1.868 1.009 3.117
55 H -0.241 -2.930 -4.241
56 H -4.180 0.671 0.116
57 H 2.793 -0.292 -1.326
58 H 1.286 -0.254 -2.200
59 H 2.847 -3.042 -0.177
60 H 3.266 1.906 -2.098
61 H 2.249 -3.181 2.771
62 H 1.300 -2.406 -3.642
63 H 1.707 -1.287 1.962
64 H 1.569 1.784 -2.292
65 H -0.037 -1.293 -3.546
66 H -0.588 2.878 1.705
67 H 1.634 3.591 2.366
68 H -1.573 2.189 -2.451
69 H -4.042 -1.972 -2.223
70 H 1.283 2.987 4.031
71 H -5.428 1.811 -1.791
72 H -0.014 3.553 -0.427
73 H -6.162 0.534 -0.802
74 H -2.812 -2.038 2.648
75 H 3.309 -0.171 2.985
76 H 0.818 -3.231 -1.548
77 H 1.202 -3.408 0.376
78 H -0.921 -1.047 3.617
79 H 3.764 -3.569 1.911
80 H 0.926 -5.232 2.319

Summary:
HOMO-LUMO gap = 7.18 eV
charge = +1
highest occupied orbital energy = -10.58 eV
LUMO energy = -3.40 eV
energy relative to the best compared isomer or geometry (same formula, charge and spin) = 0.00 kJ/mol

Results of the Mulliken charge analysis, in e, for atoms 1 through 6: number 1, Br, carries -0.022; number 2, Br, carries 0.056; number 3, S, carries -0.234; number 4, P, carries 0.902; number 5, O, carries -0.455; number 6, O, carries -0.461